No. 1
This record from the Open Molecules 2025 dataset describes a molecular structure, C10H14BF5N6OTeW at a distorted geometry. The level of theory is ωB97M-V/def2-TZVPD.

Last column: Mulliken charge in e.
Atoms and positions in Å:
H 2.535 0.188 -1.593  0.5461
N 0.475 0.739 -1.498  -0.2881
B -1.926 1.441 -2.089  -0.1068
N -0.435 1.127 -2.480  0.1147
C 0.191 1.160 -3.665  0.0323
W -0.308 0.560 0.495  1.6931
H -0.312 1.465 -4.567  0.5014
C 1.515 0.787 -3.469  -1.1039
H 2.258 0.755 -4.223  0.4577
C 1.664 0.520 -2.117  -0.1250
H -2.569 1.816 -3.041  0.0099
C -0.360 0.647 3.045  -0.9444
H 0.515 0.383 3.657  0.3584
H -1.020 -0.242 2.986  0.2951
H -0.928 1.466 3.522  0.4441
N -1.889 2.565 -1.031  0.0960
N -2.498 0.146 -1.439  0.1688
N -1.223 2.355 0.189  -0.1008
N -1.943 -0.391 -0.282  -0.3250
C -2.419 3.789 -1.011  0.0751
C -3.535 -0.612 -1.796  0.0399
H -2.994 4.139 -1.844  0.5122
H -4.142 -0.357 -2.655  0.4995
C -2.109 4.423 0.181  -1.0952
C -3.669 -1.669 -0.895  -1.1202
C -1.350 3.518 0.917  -0.0325
C -2.640 -1.530 0.032  -0.0901
H -2.400 5.428 0.463  0.4325
H -4.438 -2.419 -0.900  0.4419
H -0.911 3.663 1.894  0.4735
H -2.362 -2.127 0.889  0.5302
H 0.110 1.107 2.098  0.3723
F 3.500 -2.103 0.629  -0.3634
Te 1.710 -2.238 1.237  2.0834
F 1.785 -4.110 1.485  -0.3345
F -0.080 -2.362 1.878  -0.4298
F 1.045 -2.586 -0.517  -0.4187
F 2.201 -1.824 3.036  -0.3762
O 1.532 -0.419 0.892  -0.9238

Force components x, y, z for each atom (eV/Å):
0.166 -0.070 0.329
-1.212 -0.111 0.080
0.605 -0.030 -0.659
0.083 0.005 0.440
0.185 -0.077 0.889
1.761 -2.334 -3.526
-0.118 -0.037 0.015
-0.273 0.075 0.377
0.546 -0.141 -0.389
-0.814 0.246 -0.456
0.223 -0.342 0.372
-0.376 0.352 0.899
-0.197 0.058 -0.400
0.393 0.336 -0.503
0.338 -0.354 -0.351
0.276 0.297 1.236
-0.264 -0.318 0.380
-0.118 0.244 -0.302
0.595 0.578 -0.157
0.380 -0.970 -0.086
0.369 0.268 0.321
-0.171 0.101 -0.258
0.126 -0.012 0.087
0.582 0.022 0.996
0.598 -0.188 0.708
-0.793 0.406 -1.044
-0.749 0.560 -0.743
0.112 -0.248 0.021
0.028 -0.160 -0.046
0.032 -0.222 -0.070
-0.054 0.026 -0.097
0.054 0.427 2.708
-1.824 -0.479 0.683
1.315 -1.541 0.202
0.231 2.034 -0.105
0.524 0.423 -0.484
0.483 0.279 1.391
-0.400 -0.688 -1.860
-2.640 1.582 -0.597

Its total charge is +2. The value obtained for the frontier orbital gap (alpha / beta) is 6.44 / 7.30 eV. For the total energy, the calculation gives -44951.918 eV. As for the spin multiplicity: 3. The expectation value of S² is 2.014. For the highest occupied orbital energy (alpha / beta), the calculation gives -16.184 / -16.342 eV.


No. 2
This record from the Open Molecules 2025 dataset describes a single C7H10 molecule. The level of theory is ωB97M-V/def2-TZVPD.

Last column: Mulliken charge in e.
Atoms and positions in Å:
C -1.633 -0.795 0.240  -0.4090
C -1.976 0.353 -0.640  -0.7523
C -0.616 0.320 0.145  0.8316
C 0.643 0.058 -0.670  -0.8760
C 1.690 -0.622 0.170  -0.1302
C 2.881 -0.108 0.458  -0.7499
C -0.785 1.578 0.796  -0.6007
H -1.364 -1.733 -0.241  0.2627
H -2.192 -0.894 1.166  0.2414
H -1.844 0.276 -1.715  0.2457
H -2.772 1.027 -0.336  0.2931
H 0.406 -0.577 -1.537  0.2888
H 1.019 1.017 -1.039  0.3317
H 1.421 -1.602 0.569  0.2758
H 3.186 0.869 0.087  0.2551
H 3.595 -0.646 1.075  0.2549
H -1.661 1.480 1.471  0.2372

Force components x, y, z for each atom (eV/Å):
-0.103 -0.070 0.077
-0.336 0.055 -0.157
0.349 0.269 0.112
0.028 0.048 -0.072
0.145 0.038 0.027
-0.125 -0.069 -0.034
-0.183 -0.459 -0.053
-0.002 0.166 0.080
0.091 0.051 -0.146
0.052 0.024 0.205
0.167 -0.081 -0.015
0.017 0.083 0.145
-0.040 -0.150 0.047
0.050 0.142 -0.041
-0.085 -0.131 0.037
-0.107 0.065 -0.077
0.083 0.018 -0.134

The energy relative to the best compared isomer or geometry (same formula, charge and spin) is 111.8 kcal/mol. The value obtained for the frontier orbital gap is 8.95 eV. For the total energy, the calculation gives -7416.187 eV. For the highest occupied orbital energy, the calculation gives -8.340 eV.


No. 3
This record from the Open Molecules 2025 dataset describes 4 unconnected molecules or ions with the total composition C2H14N2O3 at a distorted geometry. The level of theory is ωB97M-V/def2-TZVPD.

Last column: Mulliken charge in e.
Atoms and positions in Å:
C 2.419 0.398 -0.893  -0.8752
N 1.753 -0.035 0.308  0.0684
C 0.659 1.013 0.649  -0.4450
N -0.400 0.404 1.398  -0.4710
H 3.329 -0.209 -1.008  0.3636
H 2.787 1.448 -1.031  0.3979
H 1.877 0.279 -1.848  0.3725
H 2.448 -0.110 1.078  0.3522
H 1.186 1.737 1.259  0.3953
H 0.349 1.452 -0.294  0.4325
H -1.167 0.150 0.771  0.1310
H -0.784 1.189 1.922  0.3265
H 0.945 -2.830 -0.151  0.3073
H 0.190 -2.087 0.907  0.3435
O 0.044 -2.584 0.089  -0.6714
H -2.606 0.700 -0.856  0.3366
H -3.194 2.160 -0.902  0.3147
O -2.429 1.628 -0.659  -0.6388
H -1.830 -1.698 0.186  0.2870
H -3.005 -1.808 -0.763  0.3182
O -2.572 -1.197 -0.163  -0.6459

Force components x, y, z for each atom (eV/Å):
1.702 -1.752 -1.740
0.631 4.696 -0.239
-0.823 -2.073 -0.192
-0.002 0.868 -0.057
-0.155 0.192 0.021
-0.581 -0.235 1.197
-0.596 -0.221 0.706
-0.740 -1.079 -0.246
0.383 0.155 0.182
0.069 -0.031 -0.236
0.184 0.092 0.034
-0.232 -0.480 0.466
-0.165 -0.402 -0.270
-0.280 -0.141 0.214
0.564 0.613 0.318
-0.388 0.000 0.024
0.037 -0.280 -0.029
0.482 0.264 0.077
0.060 -0.326 -0.154
-0.146 -0.092 -0.090
-0.004 0.233 0.016

Its total charge is +1. The energy relative to the best compared isomer or geometry (same formula, charge and spin) is 11.5 kcal/mol. The value obtained for the frontier orbital gap (alpha / beta) is 10.98 / 5.76 eV. For the total energy, the calculation gives -11414.585 eV. As for the spin multiplicity: 2. The expectation value of S² is 0.755. For the highest occupied orbital energy (alpha / beta), the calculation gives -14.299 / -14.294 eV.


No. 4
This record from the Open Molecules 2025 dataset describes 17 unconnected molecules or ions with the total composition CH35O17 at a distorted geometry. The level of theory is ωB97M-V/def2-TZVPD.

Last column: Mulliken charge in e.
Atoms and positions in Å:
C 0.123 0.034 0.180  1.6685
O 0.089 -1.302 -0.077  1.0982
H -0.813 0.563 0.193  -0.9035
H 0.812 0.482 -0.468  -1.0017
H 0.606 0.187 1.195  0.0557
O -0.249 2.825 -1.877  -0.5348
H 0.416 3.111 -1.283  0.2931
H -0.670 3.695 -2.027  0.2329
O 0.792 -1.885 2.543  -0.7762
H 0.462 -2.804 2.449  0.2614
H 0.589 -1.482 1.716  0.4168
O -2.277 0.829 2.408  -0.7531
H -1.915 0.527 3.243  0.3035
H -1.897 0.212 1.773  0.2063
O 1.251 0.636 -3.669  -0.7041
H 1.971 1.039 -3.196  0.5185
H 1.115 -0.156 -3.127  0.2690
O 0.606 -1.793 -2.653  -0.8015
H 0.539 -1.667 -1.764  0.3883
H 1.425 -2.194 -2.820  0.3231
O 0.194 -3.934 -0.130  -0.7136
H -0.062 -3.038 -0.121  0.1273
H -0.444 -4.363 -0.684  0.3496
O 2.694 -1.402 0.279  -0.8262
H 2.797 -1.648 1.189  0.3090
H 1.784 -1.246 0.215  0.2255
O 2.877 1.412 -1.709  -0.8898
H 2.246 1.191 -1.052  0.1762
H 3.112 0.520 -2.000  0.3255
O -1.605 3.268 1.148  -0.7351
H -2.214 2.919 0.495  0.3937
H -1.772 2.653 1.888  0.3807
O 1.284 0.554 3.933  -0.5887
H 2.166 0.947 4.093  0.2570
H 1.453 -0.291 3.463  0.3300
O -3.455 2.282 -0.533  -0.7231
H -3.070 1.471 -0.761  0.5347
H -3.417 2.801 -1.369  0.2934
O -2.659 -0.120 -1.410  -0.8073
H -3.539 -0.449 -1.401  0.2493
H -2.498 0.099 -2.320  0.3048
O -2.144 -2.015 0.954  -0.8002
H -1.327 -1.642 0.674  -0.0552
H -2.285 -2.787 0.371  0.3543
O -1.820 -2.526 -1.986  -0.7712
H -0.975 -2.370 -2.378  0.4957
H -1.988 -1.613 -1.695  0.2809
O 2.915 0.863 1.605  -0.7931
H 3.288 0.581 2.436  0.2408
H 2.682 0.101 1.073  0.3497
O 1.080 2.666 0.881  -0.6803
H 1.566 1.884 1.193  0.4778
H 0.170 2.385 0.940  0.3672

Force components x, y, z for each atom (eV/Å):
0.806 -0.388 2.208
-0.075 -0.711 -0.285
-0.578 0.373 -0.366
0.559 1.380 -1.336
-0.758 0.437 -0.496
-1.597 0.898 -1.190
1.523 -0.145 1.521
-0.042 -0.755 -0.162
0.455 -1.384 1.683
0.263 0.852 -0.014
-0.739 0.148 -1.600
-0.044 0.040 0.112
0.116 -0.041 0.244
-0.220 -0.148 -0.070
-0.209 -0.644 -0.604
0.155 1.110 0.078
-0.603 -0.095 -0.485
-0.730 0.201 -4.593
-0.361 0.702 5.316
1.681 -1.074 -0.337
1.079 -2.237 0.496
-0.396 2.157 -0.013
-0.511 -0.272 -0.451
3.263 0.002 -0.385
0.203 -0.811 0.705
-3.329 -0.486 -0.855
1.441 -0.298 -0.923
-1.126 0.369 1.355
0.580 0.124 0.112
0.368 -0.057 0.957
-0.448 0.025 -0.477
0.101 0.290 -0.196
0.866 -0.237 0.232
-0.944 -0.236 -0.143
-0.379 0.427 0.426
-1.440 2.963 -0.645
1.120 -2.266 -0.507
-0.020 -0.480 0.981
0.776 0.756 0.441
-1.357 -0.648 0.226
0.347 0.362 -0.882
-2.762 -1.396 0.918
1.879 0.339 -1.101
0.257 0.776 0.338
-1.336 -0.197 0.183
1.113 -0.581 -0.851
-0.243 -0.571 0.517
0.501 1.302 0.258
0.079 -0.286 0.007
0.559 -0.671 -0.315
0.702 -0.136 -0.253
0.345 0.641 0.176
-0.890 0.578 0.042

Its total charge is -1. The energy relative to the best compared isomer or geometry (same formula, charge and spin) is 29.8 kcal/mol. The value obtained for the frontier orbital gap is 8.87 eV. For the total energy, the calculation gives -36414.120 eV. For the highest occupied orbital energy, the calculation gives -6.306 eV.


Repeat the third record exactly.
This record from the Open Molecules 2025 dataset describes 4 unconnected molecules or ions with the total composition C2H14N2O3 at a distorted geometry. The level of theory is ωB97M-V/def2-TZVPD.

Last column: Mulliken charge in e.
Atoms and positions in Å:
C 2.419 0.398 -0.893  -0.8752
N 1.753 -0.035 0.308  0.0684
C 0.659 1.013 0.649  -0.4450
N -0.400 0.404 1.398  -0.4710
H 3.329 -0.209 -1.008  0.3636
H 2.787 1.448 -1.031  0.3979
H 1.877 0.279 -1.848  0.3725
H 2.448 -0.110 1.078  0.3522
H 1.186 1.737 1.259  0.3953
H 0.349 1.452 -0.294  0.4325
H -1.167 0.150 0.771  0.1310
H -0.784 1.189 1.922  0.3265
H 0.945 -2.830 -0.151  0.3073
H 0.190 -2.087 0.907  0.3435
O 0.044 -2.584 0.089  -0.6714
H -2.606 0.700 -0.856  0.3366
H -3.194 2.160 -0.902  0.3147
O -2.429 1.628 -0.659  -0.6388
H -1.830 -1.698 0.186  0.2870
H -3.005 -1.808 -0.763  0.3182
O -2.572 -1.197 -0.163  -0.6459

Force components x, y, z for each atom (eV/Å):
1.702 -1.752 -1.740
0.631 4.696 -0.239
-0.823 -2.073 -0.192
-0.002 0.868 -0.057
-0.155 0.192 0.021
-0.581 -0.235 1.197
-0.596 -0.221 0.706
-0.740 -1.079 -0.246
0.383 0.155 0.182
0.069 -0.031 -0.236
0.184 0.092 0.034
-0.232 -0.480 0.466
-0.165 -0.402 -0.270
-0.280 -0.141 0.214
0.564 0.613 0.318
-0.388 0.000 0.024
0.037 -0.280 -0.029
0.482 0.264 0.077
0.060 -0.326 -0.154
-0.146 -0.092 -0.090
-0.004 0.233 0.016

Its total charge is +1. The energy relative to the best compared isomer or geometry (same formula, charge and spin) is 11.5 kcal/mol. The value obtained for the frontier orbital gap (alpha / beta) is 10.98 / 5.76 eV. For the total energy, the calculation gives -11414.585 eV. As for the spin multiplicity: 2. The expectation value of S² is 0.755. For the highest occupied orbital energy (alpha / beta), the calculation gives -14.299 / -14.294 eV.


Question: Among the records above, which one has the lowest total energy?
Answer: C10H14BF5N6OTeW


Question: Which of these has the lowest total energy?
Answer: C10H14BF5N6OTeW


Question: What is the formula in the first record?
Answer: C10H14BF5N6OTeW